{"formula": "C18H21N3O2S", "method": "the ωB97M-V functional and the def2-TZVPD basis", "energy_ev": -38408.8284, "e_lumo_ev": 0.4, "de_lowest_kcal_mol": 7.7, "homo_lumo_gap_ev": 9.047, "smiles": "CCCc1cc(=O)[nH]c(SCC(=O)N2CCCc3ccccc32)n1", "total_charge": 0, "largest_force_ev_per_a": 0.67, "homo_ev": -8.613, "symbols": ["S", "O", "O", "N", "N", "N", "C", "C", "C", "C", "C", "C", "C", "C", "C", "C", "C", "C", "C", "C", "C", "C", "C", "C", "H", "H", "H", "H", "H", "H", "H", "H", "H", "H", "H", "H", "H", "H", "H", "H", "H", "H", "H", "H", "H"], "coordinates": [[0.688071, -1.505431, 0.971252], [-0.977237, 1.364855, -0.393713], [4.524969, -2.862704, -1.752765], [-2.337141, -0.074264, 0.714800], [2.787432, -2.098024, -0.514989], [2.500072, 0.153611, -0.002433], [3.975041, 1.898857, -0.749330], [-2.840905, -2.435743, 0.643435], [-4.869295, 1.888222, -1.146020], [-5.759623, 0.895597, -1.518829], [4.345780, -0.519395, -1.345393], [-3.485668, 0.248744, -0.053256], [-1.145185, 0.530456, 0.470506], [5.841022, 1.700879, 0.956213], [-4.387195, -0.756214, -0.410509], [-5.516086, -0.411028, -1.143552], [0.026690, 0.146682, 1.368979], [-3.743466, 1.568483, -0.413023], [-4.199588, -2.193839, -0.002901], [-2.513154, -1.249042, 1.546215], [3.617353, 0.447451, -0.725818], [3.966185, -1.904915, -1.267293], [4.507462, 2.353502, 0.616403], [2.127959, -1.075395, 0.064256], [4.723954, 2.083464, -1.519758], [-4.992506, -2.452078, 0.707073], [-4.327264, -2.839204, -0.874481], [6.589735, 1.949259, 0.207101], [0.848571, 0.832716, 1.154243], [3.769387, 2.104508, 1.380784], [-6.210613, -1.190973, -1.422164], [4.626457, 3.438429, 0.601833], [-2.847416, -3.360182, 1.220955], [6.197085, 2.046495, 1.923920], [-6.640433, 1.138697, -2.093580], [-1.619267, -1.454227, 2.129928], [3.072433, 2.467014, -0.981715], [5.230009, -0.284499, -1.914278], [-5.052767, 2.915682, -1.420691], [-3.054386, 2.342907, -0.121418], [5.741876, 0.618190, 0.993474], [-3.346038, -1.063476, 2.233965], [-0.229762, 0.162432, 2.427082], [-2.063882, -2.516367, -0.118714], [2.451334, -3.050137, -0.425779]], "forces_ev_per_a": [[-0.305, -0.162, 0.196], [0.053, 0.084, -0.095], [0.137, -0.205, -0.131], [-0.387, -0.011, 0.148], [-0.055, -0.096, 0.024], [-0.262, 0.037, 0.204], [0.022, 0.063, 0.158], [-0.147, 0.034, 0.123], [0.067, 0.005, 0.077], [-0.091, -0.107, -0.052], [0.011, 0.279, 0.004], [-0.319, 0.120, -0.318], [0.647, 0.082, 0.136], [-0.193, 0.115, 0.076], [0.067, 0.025, 0.005], [-0.006, 0.154, -0.013], [0.130, -0.182, -0.142], [-0.045, 0.136, -0.004], [0.132, -0.109, 0.053], [0.086, -0.407, -0.018], [0.360, -0.328, -0.438], [-0.115, 0.017, 0.124], [0.143, -0.080, -0.114], [-0.045, 0.458, 0.130], [-0.003, 0.035, -0.045], [0.020, -0.045, -0.038], [-0.049, -0.005, 0.040], [0.130, -0.007, -0.069], [-0.204, -0.012, 0.087], [-0.050, 0.090, 0.012], [-0.073, -0.088, -0.029], [-0.084, 0.007, 0.033], [0.017, -0.048, -0.006], [0.094, -0.019, 0.076], [-0.079, 0.021, -0.054], [-0.102, 0.112, 0.050], [0.005, -0.037, -0.105], [0.081, 0.018, -0.062], [-0.003, 0.096, -0.020], [0.037, 0.025, -0.001], [0.071, -0.105, 0.024], [0.121, -0.028, 0.045], [0.047, -0.028, -0.025], [0.049, -0.014, 0.034], [0.089, 0.111, -0.077]], "mulliken_charge": [-0.28, -0.62, -0.67, 0.23, -0.07, -0.11, -0.89, -0.66, -0.64, -0.60, -0.45, 0.31, 0.67, -1.14, 0.83, -0.68, -0.75, -0.66, -0.98, -0.89, 0.46, 0.16, -0.35, 0.16, 0.36, 0.36, 0.46, 0.28, 0.21, 0.25, 0.41, 0.39, 0.40, 0.37, 0.38, 0.48, 0.30, 0.43, 0.39, 0.42, 0.31, 0.33, 0.59, 0.27, 0.22]}